# 1
81
Properties=species:S:1:pos:R:3:mulliken_charge:R:1 method="wB97M-V/def2-TZVPD" e_above_lowest_kj_mol=185.01 homo_ha=-0.0919 total_charge=-2 total_energy_ha=-3284.7676 e_lumo_ev=3.57
H -3.854 -3.106 0.456 0.55
C -1.917 -6.326 2.315 -0.36
H -0.472 1.909 -4.666 0.41
H -1.611 -2.069 -0.179 0.26
H 1.133 7.046 0.411 0.39
N 2.282 1.203 0.178 0.23
H 0.825 -8.567 4.932 0.32
N 3.003 0.804 -0.883 -0.43
N -0.758 1.590 3.150 -0.26
N 3.952 0.018 -0.505 -0.73
H -2.822 6.257 0.334 0.36
C -0.584 1.828 -3.588 -1.32
C -4.310 -1.030 1.161 -1.16
H -5.290 -1.053 1.597 0.38
C 1.971 3.363 -3.079 -1.08
N 3.916 -0.148 0.815 -0.58
H -2.778 5.836 -1.368 0.30
H 0.482 -6.320 -0.708 0.45
N -2.441 -1.562 0.162 0.03
N -0.471 0.906 4.201 -0.85
C 1.223 0.892 2.955 0.06
C -3.609 -2.070 0.589 -0.44
S -1.943 -9.080 2.527 -0.16
H 2.152 3.172 -4.135 0.41
Si -2.589 3.733 0.054 1.01
H -4.246 5.595 -0.441 0.39
H -2.595 -6.344 3.157 0.42
C 0.634 4.836 2.693 -1.17
C -0.633 -5.103 0.666 0.58
H 2.479 2.589 -2.512 0.30
C -0.185 -6.329 0.144 -0.69
C -3.796 2.752 -1.093 -1.30
C -3.184 3.584 1.873 -1.23
C 0.518 6.237 0.026 -1.04
Sb -0.300 2.552 -0.169 -0.10
C -1.526 -5.134 1.751 -0.41
Na 0.700 -0.442 -0.101 0.80
N 2.520 0.682 2.533 -0.05
H -0.518 6.488 0.224 0.19
H -4.221 3.266 1.962 0.54
N -2.336 -0.266 0.434 0.19
H -0.048 -7.390 3.904 0.32
H -1.641 1.682 -3.378 0.31
Si 0.107 3.342 -2.619 0.80
C 2.890 4.467 0.639 -1.15
H -0.402 5.119 2.853 0.23
C -0.574 -7.522 0.710 -0.19
H -0.061 0.929 -3.266 0.32
N 0.775 0.438 4.127 -0.54
H 3.194 4.717 -0.374 0.26
H -2.564 2.866 2.404 0.28
C 0.340 -8.405 3.970 -0.95
N 0.293 1.614 2.323 0.27
H -1.894 -4.202 2.156 0.62
C -0.744 -9.424 3.791 0.68
H -1.739 4.876 -3.439 0.28
C 2.875 0.590 1.210 0.30
H -3.085 4.533 2.396 0.39
C -0.662 4.853 -3.574 -1.30
C 0.114 -2.758 -0.282 -1.12
H -4.815 2.729 -0.712 0.46
H -0.464 4.818 -4.643 0.41
H -3.821 3.202 -2.082 0.34
H -3.607 1.078 1.378 0.29
H 0.803 3.922 3.248 0.30
C -1.425 -7.523 1.807 -0.28
H 3.243 3.463 0.841 0.29
C -3.162 5.534 -0.400 -1.43
C -0.208 -3.864 0.142 -0.38
C -3.455 0.074 1.043 -0.03
H 3.011 0.019 3.116 0.28
Si 0.982 4.533 0.832 0.71
H -0.224 -8.469 0.318 0.44
H 1.080 -8.531 3.178 0.27
H 0.647 6.205 -1.051 0.17
O -0.842 -10.454 4.417 -0.58
H 3.402 5.143 1.321 0.41
H 1.268 5.609 3.121 0.42
H 2.438 4.312 -2.830 0.26
H -3.465 1.726 -1.213 0.27
H -0.270 5.793 -3.197 0.35



# 2
16
Properties=species:S:1:pos:R:3:mulliken_charge:R:1 method="wB97M-V/def2-TZVPD" e_above_lowest_kj_mol=161.48 homo_ha=-0.5328 total_charge=+1 total_energy_ha=-288.1016 e_lumo_ev=-5.15
H 1.018 0.220 -2.476 0.33
H 1.133 -1.664 1.746 0.37
C 0.142 -0.428 0.394 0.64
H -2.276 1.853 0.593 0.29
H 0.709 -2.281 -0.469 0.29
H -0.359 -1.041 -1.462 0.45
C 0.125 -1.380 -0.556 -1.13
H -0.612 1.137 -0.725 0.32
C -1.683 1.029 0.954 -0.13
H -1.659 0.713 1.990 0.26
O 0.521 1.046 -2.405 -0.68
C 1.012 -0.593 1.631 -1.12
N -0.774 0.626 0.150 0.10
H 0.138 1.146 -3.297 0.34
H 0.574 -0.204 2.543 0.40
H 1.991 -0.182 1.389 0.27



# 3
17
Properties=species:S:1:pos:R:3:mulliken_charge:R:1 method="wB97M-V/def2-TZVPD" e_above_lowest_kj_mol=252.05 homo_ha=-0.3224 total_charge=0 smiles="C[C@H]1C[C@H]1O.N=C=O" total_energy_ha=-401.0808 e_lumo_ev=0.46
H -2.034 1.694 0.840 0.24
O 1.061 -1.510 1.993 -0.40
C -1.340 -0.162 -0.102 -0.15
C -1.392 1.302 0.063 -0.69
H 1.314 -2.900 -0.597 0.20
H 1.283 2.218 -0.354 0.37
H 2.046 0.667 -0.068 0.33
N 0.751 -2.135 -0.269 -0.53
H -0.364 -1.445 -1.116 0.43
C -0.043 0.747 0.495 -0.17
C 1.118 1.139 -0.387 -1.21
H -1.790 -0.783 0.674 0.31
H -1.404 1.869 -0.859 0.30
O -1.148 -0.734 -1.296 -0.59
C 0.902 -1.600 0.838 0.72
H 0.917 0.848 -1.418 0.30
H 0.124 0.784 1.562 0.52



# 4
56
Properties=species:S:1:pos:R:3:mulliken_charge:R:1 method="wB97M-V/def2-TZVPD" homo_ha=-0.1436 total_charge=-1 total_energy_ha=-1571.4382 e_lumo_ev=2.45
H -2.598 -0.748 0.455 -0.23
H -2.210 -4.781 -5.520 0.24
C -0.007 0.271 4.862 -0.35
H 1.145 -2.179 1.065 0.17
H 3.443 0.881 5.510 0.30
H 2.942 6.422 0.915 0.35
C -1.067 -3.318 -4.788 0.76
H 1.432 -0.031 1.613 0.52
H 1.752 6.716 2.219 0.34
C 0.066 -2.366 -5.076 -1.20
H -3.077 -2.543 -1.303 0.20
O 3.683 4.527 3.246 -0.65
C -1.864 -0.722 -0.418 0.62
H -0.525 -5.315 -7.247 0.28
C 1.210 0.599 5.620 -0.37
P -0.263 -2.331 0.733 -0.04
N -1.448 -4.174 -5.782 -0.21
B -2.350 0.562 -1.255 0.61
H 0.266 -2.785 -0.554 0.02
C 2.510 0.668 4.935 -0.36
N 2.016 3.994 1.846 0.01
H -0.083 -3.595 -7.285 0.33
O -1.635 -3.337 -3.712 -0.54
H -0.087 -3.649 1.360 -0.03
H 1.146 0.786 6.714 0.33
C 2.747 6.333 1.985 -1.33
H -1.255 1.912 -2.054 0.27
C 2.863 4.891 2.416 0.85
C -0.895 -4.296 -7.114 -0.89
H 0.254 -1.752 -4.197 0.25
H 3.483 6.930 2.521 0.29
H -0.302 -2.205 3.268 0.54
H 3.633 0.516 2.951 0.34
C 2.659 0.467 3.487 -0.73
H -1.007 0.202 5.345 0.36
O -1.766 -3.044 0.122 -0.56
C 1.434 0.140 2.711 -0.04
C -0.953 -1.792 2.440 -1.12
H -0.198 -1.710 -5.909 0.34
H 1.209 3.641 -0.030 0.28
H -3.364 1.478 0.223 0.33
H -1.690 -4.109 -7.840 0.28
H -2.007 -2.169 2.540 0.33
H 0.028 3.934 1.266 0.28
H -4.306 0.548 -0.712 0.33
H -1.356 -2.316 -1.921 0.22
H 0.941 5.291 0.571 0.36
C -2.046 -2.183 -1.022 -0.57
O -1.682 1.101 -2.399 -0.63
O -0.534 -0.717 0.137 -0.35
O -0.960 -0.320 2.678 -0.38
N -3.591 1.283 -0.767 -0.86
C 0.152 0.030 3.426 0.13
H 2.149 3.048 2.182 0.09
C 0.991 4.243 0.854 -0.87
H 0.974 -2.924 -5.311 0.34



# 5
6
Properties=species:S:1:pos:R:3:mulliken_charge:R:1 method="wB97M-V/def2-TZVPD" e_above_lowest_kj_mol=193.24 homo_ha=-0.1207 total_charge=-1 smiles="[O-]SC(O)=S" total_energy_ha=-985.5640 e_lumo_ev=3.69
H 1.464 -0.565 -0.132 0.29
S -2.065 -1.162 0.055 -0.42
S -0.447 1.371 0.026 0.16
C -0.695 -0.271 0.159 0.21
O 1.015 1.810 0.027 -0.66
O 0.728 -1.182 -0.134 -0.59



# 6
44
Properties=species:S:1:pos:R:3:mulliken_charge:R:1 method="wB97M-V/def2-TZVPD" e_above_lowest_kj_mol=366.08 homo_ha="-0.7684 / -0.7684" total_charge=+4 total_energy_ha=-1224.6059 e_lumo_ev="-16.27 / -19.18"
H 5.723 -4.803 -0.576 0.38
H -6.278 -2.197 0.851 0.29
C -0.922 0.339 3.628 -1.05
H -6.333 -3.566 -0.333 0.31
H 2.498 -0.170 -2.606 0.60
Sn 0.208 0.006 -0.466 1.13
C 4.995 -3.035 -1.489 0.53
N -3.329 -2.679 -0.160 -0.46
C -1.799 0.440 2.403 -0.12
H 1.250 7.195 -0.209 0.30
C 2.397 0.608 0.471 0.19
O -1.118 1.112 1.322 -0.39
H -2.074 -0.539 2.016 0.23
H -5.841 -3.865 1.370 0.31
C -1.398 0.036 -2.166 -0.35
O 0.575 -2.968 1.049 -0.03
H 0.053 -0.113 3.404 0.25
C 0.353 -2.141 0.273 0.25
H -2.703 1.006 2.620 0.34
H 6.945 -3.659 -0.914 0.37
H -1.319 -2.123 -2.342 0.50
N 0.347 4.188 0.083 -0.48
C -0.741 -1.201 -2.337 -0.40
C 5.905 -3.718 -0.569 -0.59
H -1.175 2.071 1.436 0.25
C 0.652 -1.248 -2.490 -0.31
H -2.466 0.034 -1.958 0.58
H -1.410 -0.272 4.396 0.39
H -1.109 2.197 -1.960 0.62
C 0.770 1.175 -2.326 -0.47
H 1.178 -2.198 -2.685 0.56
H 1.138 6.849 1.552 0.30
H -0.735 1.328 4.068 0.35
C 0.637 6.735 0.581 -0.74
H 5.786 -3.376 0.467 0.34
H 1.362 2.088 -2.318 0.58
O 3.099 1.245 1.085 0.01
C -4.427 -2.881 0.164 0.37
N 4.223 -2.443 -2.151 -0.05
C 1.406 -0.079 -2.458 -0.35
C -0.646 1.237 -2.175 -0.42
C -5.805 -3.143 0.537 -0.78
C 0.478 5.322 0.301 0.36
H -0.355 7.206 0.612 0.30



# 7
15
Properties=species:S:1:pos:R:3:mulliken_charge:R:1 method="wB97M-V/def2-TZVPD" e_above_lowest_kj_mol=19.26 multiplicity=3 homo_ha="-0.4604 / -0.5448" total_charge=+1 total_energy_ha=-518.2878 e_lumo_ev="-3.69 / -7.76"
C -0.743 0.243 -0.785 0.19
H -2.436 1.127 0.103 0.32
C 0.195 -0.112 1.733 -1.08
H -1.747 0.618 2.327 0.30
C -0.877 0.806 1.587 -0.01
H 2.148 -1.940 -0.977 -0.01
Si 1.681 -0.881 -1.832 0.21
H 2.348 0.181 -2.474 -0.01
N -1.445 0.689 0.266 -0.15
H -1.304 0.387 -1.778 0.35
H -0.475 1.753 1.849 0.27
H 0.028 -1.194 1.450 0.38
H 0.979 -1.640 -2.872 -0.03
H 1.131 0.042 2.266 0.34
N 0.515 -0.080 -0.862 -0.07



# 8
21
Properties=species:S:1:pos:R:3:mulliken_charge:R:1 method="wB97M-V/def2-TZVPD" e_above_lowest_kj_mol=80.23 homo_ha=-0.3215 total_charge=0 smiles=NCCCN.O.O total_energy_ha=-382.6692 e_lumo_ev=1.01
H -0.802 0.416 -2.042 0.20
H 0.678 1.709 0.758 0.33
H -1.269 0.142 0.912 0.26
H 0.312 0.377 2.949 0.16
H 2.532 1.257 -2.633 0.30
H -0.232 -1.484 -1.160 0.34
N -1.526 0.072 -1.431 -0.43
O 0.581 2.284 -0.015 -0.74
H 1.113 -0.797 0.382 0.21
N 0.837 -0.126 2.265 -0.49
O 1.738 0.863 -2.257 -0.63
H 1.805 -0.111 2.526 0.16
C 0.476 -1.055 1.219 -0.47
H -1.871 -1.969 -0.924 0.30
C -0.964 -0.895 0.776 -0.36
H -2.460 0.197 -1.801 0.15
H -1.656 -1.497 1.350 0.34
H 0.721 -2.085 1.501 0.29
H 1.545 1.450 -1.510 0.37
C -1.179 -1.141 -0.748 -0.62
H -0.378 2.392 -0.118 0.32